Molecular formula: C5H16N2O2S
Method: DFT, ωB97M-V/def2-TZVPD

```
26
Properties=species:S:1:pos:R:3:forces:R:3:nbo_charge:R:1
C 1.8452 0.2493 0.6541 0.40 3.01 0.89 -0.4127
C 0.7162 -0.4469 -0.1027 -1.05 2.17 3.01 -0.4289
C 3.2972 -0.0632 0.1209 -2.38 -1.04 -1.01 -0.2380
C -0.7361 -0.1834 0.3732 -1.20 1.02 -0.21 -0.2183
C -3.6605 -0.2871 0.0200 0.93 0.89 0.48 0.7020
N 3.8665 1.1272 -0.5674 1.76 1.89 -1.19 -0.7190
N -1.7200 -0.7844 -0.6418 1.10 3.96 -0.41 -0.7802
O -3.5895 -0.6972 1.2577 -0.33 -1.87 0.31 -0.6465
O -4.2817 -1.0250 -0.8537 -0.41 -0.63 0.91 -0.6392
S -3.5871 1.5014 -0.1716 -0.49 -0.35 -0.59 0.0772
H 1.8893 0.0825 1.7998 -0.55 -0.04 -1.97 0.2590
H 1.6824 1.4258 0.5673 0.31 -2.15 0.23 0.2012
H 0.7595 -1.4100 0.2006 0.78 -3.61 0.02 0.2208
H 0.7560 -0.3356 -1.1226 0.43 0.27 -2.46 0.2060
H 3.8453 -0.2569 1.0023 1.24 -0.45 0.40 0.2453
H 3.2402 -0.9344 -0.6032 0.52 1.03 0.97 0.2424
H -1.0700 0.9244 0.4887 0.88 -1.79 -0.34 0.2096
H -0.8931 -0.6643 1.3684 -0.01 0.32 -0.82 0.2228
H 3.2888 1.3865 -1.4496 1.01 -0.18 2.02 0.4600
H 4.9096 1.0150 -0.9666 -2.67 0.10 1.34 0.4822
H 3.8756 1.9375 0.1756 0.02 -1.49 -2.15 0.4705
H -1.5443 -0.2316 -1.5914 -0.55 -2.22 2.39 0.4085
H -1.7266 -1.7794 -0.6786 0.41 -0.81 -0.54 0.4023
H -3.7136 -1.7009 1.4446 -0.01 2.13 -0.87 0.5444
H -4.2258 -0.7852 -1.7793 -0.03 0.53 -0.41 0.5358
H -3.2237 1.9361 1.0554 -0.11 -0.69 0.01 0.1929
```
Positions in Å, forces in eV/Å.

Total charge   +2
Electronic energy   -23337.001 eV
Kohn-Sham gap   10.5 eV